Entry from the Open Molecules 2025 dataset: the ion C14H23BrNO2 with charge +1 (ωB97M-V/def2-TZVPD).

Last column: Löwdin charge in e.
Cartesian coordinates (Å):
H (0.2677, 1.8734, 1.8765)  0.136
C (2.7166, 0.1463, -1.0145)  -0.194
C (-0.8833, 2.8627, 0.3244)  -0.147
C (4.7631, -0.1769, 0.2131)  -0.668
C (-2.2876, 0.8295, -0.4148)  -0.125
O (-2.4263, -2.3785, 0.9034)  -0.213
C (2.9468, 0.9795, 1.2484)  -0.007
H (1.4369, -1.0089, -2.2865)  0.077
C (-1.3723, -1.4334, -0.9750)  -0.096
H (-3.0054, 2.6515, 0.3980)  0.126
C (4.2386, 0.4879, 1.3079)  -0.108
H (-0.3545, 0.2100, -0.1153)  0.130
N (-1.3154, -0.2412, -0.1028)  0.040
H (1.1774, 3.0644, 0.9147)  0.142
H (-3.4972, -1.9349, -0.8108)  0.132
C (-3.3324, -3.2813, 1.5072)  -0.069
H (-3.2980, 0.4255, -0.3408)  0.135
Br (6.5347, -0.8668, 0.2845)  0.761
O (0.8738, 1.2516, -0.0138)  -0.129
H (-3.1502, -4.3038, 1.1670)  0.099
H (-0.4313, -1.9750, -0.8638)  0.137
H (-1.0351, 3.8156, 0.8308)  0.126
H (1.1544, 0.7398, -2.3553)  0.077
H (-2.1691, 1.6531, 1.5748)  0.125
H (-4.3671, -3.0052, 1.2829)  0.098
H (-1.5060, -0.6100, 0.8427)  0.170
H (-1.5009, -1.1395, -2.0163)  0.142
H (2.5701, 0.0288, -3.1362)  0.092
C (4.0107, -0.3433, -0.9382)  -0.077
H (2.5471, 1.4950, 2.1065)  0.113
C (0.4196, 2.2772, 0.8670)  -0.174
H (-3.1586, -3.2167, 2.5783)  0.099
C (2.1889, 0.8066, 0.1002)  -0.205
H (-2.1157, 1.1574, -1.4422)  0.143
C (-2.5184, -2.3325, -0.5051)  -0.199
H (-0.7570, 3.0739, -0.7385)  0.128
C (-2.1368, 2.0084, 0.5426)  -0.159
H (4.8288, 0.6239, 2.1995)  0.109
H (4.4369, -0.8512, -1.7894)  0.116
C (1.9167, -0.0302, -2.2702)  -0.022
H (-2.4101, -3.3329, -0.9410)  0.140

Summary:
Energy above the lowest of the compared OMol25 structures with the same formula, charge and spin ... 20.6 kJ/mol
HOMO-LUMO gap ... 0.3333 Ha
SMILES string ... COCC[NH2+]CCCCOc1ccc(Br)cc1C
DFT total energy ... -3326.275823 Eh
HOMO level ... -11.3 eV
Charge ... +1

---

Entry from the Open Molecules 2025 dataset: an isolated molecule of C7H10 (ωB97M-V/def2-TZVPD).

Last column: Löwdin charge in e.
Cartesian coordinates (Å):
C (-0.6042, 1.2439, -0.1332)  -0.100
H (2.6563, 0.0274, 0.6926)  0.140
H (1.5802, 2.1087, 0.2345)  0.121
H (-1.6425, -1.1435, -1.7204)  0.078
C (-0.4023, -0.2745, -0.1711)  -0.408
H (-1.3291, 1.6454, 0.5895)  0.104
H (-0.2318, 0.3097, 1.9240)  0.115
C (1.5619, -0.0464, 0.5652)  -0.146
C (0.2502, -0.4516, 1.2633)  -0.072
C (1.0093, 0.0104, -0.7926)  -0.130
H (-2.3017, -1.3001, -0.0801)  0.082
H (1.3830, -0.0120, -1.8047)  0.134
H (-0.9418, -2.3132, -0.5880)  0.082
H (-0.8172, 1.6615, -1.1308)  0.117
H (0.2363, -1.3876, 1.8015)  0.095
C (-1.3778, -1.3091, -0.6707)  -0.027
C (0.9361, 1.2762, 0.0219)  -0.186

Summary:
Energy above the lowest of the compared OMol25 structures with the same formula, charge and spin ... 356.9 kJ/mol
HOMO-LUMO gap ... 0.3576 Ha
SMILES string ... C[C@]12C[C@@H]3[C@H](C1)[C@@H]32
DFT total energy ... -272.582062 Eh
HOMO level ... -8.7 eV
Charge ... 0

---

Entry from the Open Molecules 2025 dataset: a structure of composition C19H28F3N2O3Re (ωB97M-V/def2-TZVPD).

Last column: Löwdin charge in e.
Cartesian coordinates (Å):
H (-4.5822, 0.9398, -3.3678)  0.115
C (-1.1031, -0.0281, 3.1142)  -0.191
C (0.8198, 0.3492, -1.8443)  -0.452
H (-1.2279, 2.5419, -2.8004)  0.120
F (1.9090, 0.4968, -3.9260)  0.230
N (-3.2031, 0.9480, -1.7966)  -0.064
N (-0.3304, -2.8197, -0.6439)  0.327
O (-0.1518, -0.1881, -2.3039)  0.126
H (-3.5761, -0.4920, -0.2937)  0.081
C (-2.4401, 0.0433, 3.7919)  0.023
H (2.1505, -2.8626, 3.0786)  0.136
H (-0.3027, -3.6877, -1.1637)  0.172
C (-0.3428, -1.7962, -0.1307)  -0.094
C (-3.6926, 1.4942, -3.0880)  0.057
H (3.4885, -1.2538, 1.9839)  0.099
H (3.1958, -0.0132, 0.7565)  0.110
C (-0.9444, 2.5046, 3.1626)  0.023
C (0.9630, 1.0596, 2.2782)  -0.263
H (-0.7696, 3.2177, 2.3599)  0.098
C (1.4953, -2.7369, 2.2113)  0.010
O (0.9869, 0.6067, -0.5496)  -0.163
F (3.1484, 0.5305, -2.1471)  0.195
H (-2.7158, -0.9106, 4.2298)  0.100
H (-2.4012, 0.7781, 4.5947)  0.117
H (-2.4840, -2.2954, 2.6583)  0.100
H (-4.9908, 0.0479, -1.2175)  0.124
H (2.1229, -2.8085, 1.3247)  0.108
H (3.6127, 0.4512, 2.4006)  0.121
C (1.9941, 0.9126, -2.6860)  -0.569
C (1.6054, -0.2242, 2.1773)  -0.210
C (-0.5790, -1.2839, 2.6591)  -0.269
H (-2.9299, 1.3624, -3.8533)  0.122
H (-3.8136, -1.0395, -1.9783)  0.124
H (-1.1583, -3.2837, 2.0638)  0.079
H (-2.0103, 2.4663, 3.3586)  0.095
H (-3.9450, 2.5462, -2.9746)  0.121
H (2.3702, 2.5334, 2.8563)  0.139
H (-0.5842, 2.8818, -1.1769)  0.098
F (1.9100, 2.2468, -2.6433)  0.187
H (0.7930, -3.5614, 2.2191)  0.087
H (-1.2947, -2.9521, 3.7821)  0.138
O (-1.7647, 1.0009, -0.0376)  -0.179
C (-1.4855, 2.6798, -1.7494)  0.058
C (1.7646, 2.2911, 1.9768)  0.017
H (2.4413, 2.1282, 1.1418)  0.100
C (-1.4288, -2.5203, 2.7862)  -0.006
H (-2.1462, 3.5490, -1.6877)  0.132
H (-3.2363, 0.3496, 3.1081)  0.124
C (-2.1863, 1.4814, -1.2221)  -0.353
C (3.0555, -0.2753, 1.8093)  0.033
C (-3.9365, -0.2148, -1.2774)  0.044
C (-0.3680, 1.1560, 2.8548)  -0.213
H (-0.4461, 2.9030, 4.0527)  0.142
C (0.8378, -1.3925, 2.3345)  -0.225
H (1.1463, 3.1559, 1.7610)  0.094
Re (-0.3635, 0.0414, 0.7897)  1.726

Summary:
Energy above the lowest of the compared OMol25 structures with the same formula, charge and spin ... 0.0 kJ/mol
HOMO-LUMO gap (alpha / beta) ... 0.2734 / 0.2762 Ha
DFT total energy ... -1452.893073 Eh
HOMO level (alpha / beta) ... -19.8 / -19.8 eV
Charge ... +3
Spin multiplicity ... 2

---

Entry from the Open Molecules 2025 dataset: a cluster of 2 separate species, C4H14N4 in total (ωB97M-V/def2-TZVPD).

Last column: Löwdin charge in e.
Cartesian coordinates (Å):
H (2.8584, -0.2647, -0.1211)  0.140
N (-2.5120, 0.1732, 1.1034)  -0.101
H (0.3056, 1.4461, -0.3587)  0.087
H (-2.7588, -1.1974, -1.0776)  0.043
N (-1.9769, 0.5281, -0.1054)  -0.272
H (-0.9515, -1.1253, -0.9166)  0.039
N (1.2497, -1.7981, -1.1828)  0.086
H (0.4500, 0.5024, 2.0437)  0.103
N (1.0192, -1.0561, -0.2749)  -0.119
H (1.9608, 0.9992, 2.2451)  0.067
H (-2.6437, 1.2774, -0.5274)  0.139
H (-1.9857, -0.7265, 1.4667)  0.118
C (1.4254, 1.2619, -0.5958)  -0.072
C (1.8209, 0.0282, 0.2229)  -0.453
C (1.5063, 0.1644, 1.7096)  -0.078
H (1.7437, -0.6644, 2.3332)  0.052
H (-1.8086, -0.1726, -2.1923)  0.088
H (-3.5530, -0.0804, 1.0768)  0.085
H (1.4840, 0.9609, -1.6710)  0.077
C (-1.9183, -0.5426, -1.1256)  -0.154
H (2.1514, -1.7967, -1.6359)  0.046
H (2.1333, 2.0829, -0.4163)  0.078

Summary:
Energy above the lowest of the compared OMol25 structures with the same formula, charge and spin ... 432.6 kJ/mol
HOMO-LUMO gap ... 0.3439 Ha
SMILES string ... [H]/N=N\C(C)C.CNN
DFT total energy ... -379.669061 Eh
HOMO level ... -8.2 eV
Charge ... 0